The ion C8H14NO2 with charge +1 in a non-equilibrium geometry, computed with ωB97M-V/def2-TZVPD.

CARTESIAN COORDINATES (ANGSTROEM)
1 C 3.028 -0.092 -0.464
2 C 1.556 0.385 -0.421
3 N 1.240 0.431 0.952
4 C 0.461 -0.463 1.638
5 C -0.639 -1.120 1.014
6 C -1.391 -0.715 -0.151
7 C -2.163 -1.912 -0.711
8 C -1.525 0.467 -0.743
9 C -1.223 1.662 -0.100
10 O -1.562 2.696 -0.823
11 O -0.882 1.829 1.165
12 H 3.605 0.302 -1.245
13 H 3.548 0.164 0.499
14 H 3.107 -1.155 -0.682
15 H 1.004 -0.316 -1.125
16 H 1.527 1.348 -0.876
17 H 2.089 0.633 1.484
18 H 0.559 -0.703 2.649
19 H -1.148 -1.954 1.395
20 H -1.735 -2.890 -0.483
21 H -2.079 -1.859 -1.869
22 H -3.176 -1.883 -0.439
23 H -1.870 0.604 -1.715
24 H -1.223 3.559 -0.565
25 H -1.107 0.981 1.616

- charge = +1
- LUMO level (spin up / spin down) (eV) = -4.628 / -4.627
- SMILES string = CC/[NH+]=C\C=C(\C)C=C(O)O
- HOMO-LUMO gap (spin up / spin down) (hartree) = 0.2944 / 0.2945
- E_HOMO (spin up / spin down) (eV) = -12.6 / -12.6

***

A structure of composition C19H28ClO2Pd in a non-equilibrium geometry, computed with ωB97M-V/def2-TZVPD.

CARTESIAN COORDINATES (ANGSTROEM)
1 O 0.299 -0.261 0.292
2 C -0.387 0.823 -0.376
3 C 0.850 1.109 -1.244
4 H -0.622 1.585 0.359
5 H -1.252 0.409 -0.908
6 C 1.464 -0.152 -0.573
7 H 1.402 1.960 -0.868
8 H 0.596 1.104 -2.324
9 C 2.588 -0.088 0.451
10 H 2.367 0.662 1.235
11 H 3.593 0.118 0.049
12 H 2.590 -1.087 0.940
13 C 1.599 -1.306 -1.526
14 H 0.772 -1.304 -2.265
15 H 1.525 -2.242 -0.958
16 H 2.546 -1.256 -2.095
17 Pd -1.843 -2.274 0.772
18 C -2.473 -4.071 -0.736
19 C -3.562 -3.207 -0.403
20 C -3.268 -1.909 -0.941
21 H -4.465 -3.482 0.146
22 C -1.978 -1.984 -1.579
23 C -1.534 -3.335 -1.507
24 H -0.649 -3.732 -2.009
25 H -2.402 -5.127 -0.475
26 H -3.928 -1.045 -0.940
27 H -1.489 -1.167 -2.102
28 C -1.399 -4.167 2.026
29 C -0.242 -4.214 1.170
30 C 0.524 -3.037 1.380
31 H 0.025 -5.017 0.492
32 C -0.151 -2.227 2.350
33 C -1.318 -2.960 2.804
34 H -1.968 -2.659 3.615
35 H -2.168 -4.922 2.129
36 H 1.484 -2.819 0.931
37 H 0.165 -1.266 2.737
38 O 0.755 3.491 0.196
39 C 1.934 3.935 -0.564
40 C 2.055 5.476 -0.535
41 H 1.888 3.621 -1.625
42 H 2.837 3.450 -0.159
43 C 0.699 5.954 -0.020
44 H 2.320 5.880 -1.523
45 H 2.848 5.777 0.147
46 C -0.016 4.692 0.552
47 H 0.115 6.369 -0.852
48 H 0.776 6.738 0.735
49 H -1.038 4.597 0.141
50 H -0.114 4.752 1.658
51 Cl -2.350 -0.183 1.805

- charge = -1
- spin multiplicity = 3
- ⟨S²⟩ = 2.01
- LUMO level (spin up / spin down) (eV) = 2.562 / 2.561
- HOMO-LUMO gap (spin up / spin down) (hartree) = 0.1905 / 0.1953
- E_HOMO (spin up / spin down) (eV) = -2.6 / -2.8

***

The molecule C6H16N2 in a non-equilibrium geometry, computed with ωB97M-V/def2-TZVPD.

CARTESIAN COORDINATES (ANGSTROEM)
1 C 0.524 -1.107 3.259
2 C 1.091 -1.749 1.971
3 C 1.724 -0.752 0.966
4 N 0.747 0.059 0.261
5 C 0.210 -0.176 -1.100
6 C -0.049 1.244 -1.672
7 C -1.400 1.605 -2.220
8 N -2.532 0.889 -1.580
9 H 1.101 -0.315 3.756
10 H 0.471 -1.835 4.067
11 H -0.415 -0.624 3.002
12 H 0.306 -2.285 1.424
13 H 1.795 -2.536 2.242
14 H 2.443 -1.346 0.397
15 H 2.289 -0.027 1.560
16 H 0.033 0.364 0.906
17 H -0.751 -0.716 -1.118
18 H 0.965 -0.701 -1.687
19 H 0.201 2.005 -0.902
20 H 0.757 1.455 -2.387
21 H -1.661 2.656 -2.267
22 H -1.515 1.310 -3.299
23 H -3.282 0.724 -2.234
24 H -2.900 1.497 -0.853

- charge = 0
- LUMO level (eV) = 1.090
- SMILES string = CCCNCCCN
- HOMO-LUMO gap (hartree) = 0.3310
- E_HOMO (eV) = -7.9

***

A cluster of 2 separate species, C3H9N3O in total in a non-equilibrium geometry, computed with ωB97M-V/def2-TZVPD.

CARTESIAN COORDINATES (ANGSTROEM)
1 C -0.643 -0.833 0.057
2 C 3.735 0.128 -0.017
3 C -1.450 0.436 -0.186
4 N 1.378 0.311 -0.121
5 N -0.701 -1.997 0.076
6 N -2.924 0.304 0.047
7 O 2.362 -0.310 0.102
8 H 4.169 -0.479 -0.980
9 H 4.343 -0.110 0.816
10 H 3.899 1.213 -0.448
11 H -1.283 0.499 -1.292
12 H -1.108 1.288 0.360
13 H -0.173 -2.905 -0.003
14 H -3.428 1.170 0.228
15 H -3.301 -0.539 0.637
16 H -3.171 0.022 -0.943

- charge = +2
- spin multiplicity = 3
- ⟨S²⟩ = 2.01
- LUMO level (spin up / spin down) (eV) = -9.296 / -10.002
- HOMO-LUMO gap (spin up / spin down) (hartree) = 0.2617 / 0.3479
- E_HOMO (spin up / spin down) (eV) = -16.4 / -19.5

***

A structure of composition C35H42AsN2PS3V, computed with ωB97M-V/def2-TZVPD.

CARTESIAN COORDINATES (ANGSTROEM)
1 V -1.335 0.145 -2.879
2 C -2.958 -3.763 -4.831
3 C -2.142 -2.565 -4.419
4 S -2.851 -1.528 -3.186
5 C -0.934 -2.295 -4.942
6 C -0.290 -3.184 -5.971
7 S 0.004 -0.896 -4.455
8 H -3.869 -3.829 -4.237
9 H -2.404 -4.695 -4.696
10 H -3.250 -3.707 -5.883
11 H -1.026 -3.631 -6.639
12 H 0.259 -3.998 -5.487
13 H 0.424 -2.624 -6.573
14 C -0.658 -0.651 0.743
15 C 0.205 -1.235 1.849
16 As -0.623 -0.844 3.604
17 C -0.392 1.096 3.464
18 C 0.798 1.764 3.731
19 C 0.913 3.125 3.475
20 C -0.156 3.830 2.940
21 C -1.355 3.178 2.685
22 C -1.473 1.821 2.960
23 C 0.898 -1.232 4.759
24 C 0.818 -0.815 6.086
25 C 1.849 -1.077 6.974
26 C 2.972 -1.775 6.546
27 C 3.054 -2.205 5.232
28 C 2.023 -1.934 4.340
29 P 0.058 -0.604 -0.943
30 C 1.479 0.529 -0.822
31 C 2.295 0.643 -1.952
32 C 3.351 1.538 -1.959
33 C 3.606 2.329 -0.845
34 C 2.796 2.226 0.274
35 C 1.733 1.331 0.285
36 C 0.810 -2.249 -1.117
37 C 2.096 -2.521 -0.655
38 C 2.611 -3.805 -0.750
39 C 1.843 -4.822 -1.298
40 C 0.562 -4.555 -1.760
41 C 0.045 -3.271 -1.675
42 H -0.921 0.383 0.972
43 H -1.601 -1.198 0.651
44 H 1.215 -0.820 1.835
45 H 0.285 -2.319 1.747
46 H 1.648 1.221 4.127
47 H 1.844 3.634 3.687
48 H -0.061 4.888 2.734
49 H -2.196 3.724 2.277
50 H -2.417 1.317 2.772
51 H -0.058 -0.275 6.431
52 H 1.776 -0.741 8.000
53 H 3.777 -1.984 7.238
54 H 3.923 -2.754 4.894
55 H 2.112 -2.280 3.318
56 H 2.098 0.032 -2.825
57 H 3.974 1.624 -2.840
58 H 4.431 3.029 -0.854
59 H 2.982 2.844 1.143
60 H 1.103 1.281 1.166
61 H 2.702 -1.727 -0.236
62 H 3.614 -4.011 -0.399
63 H 2.249 -5.822 -1.375
64 H -0.034 -5.344 -2.200
65 H -0.942 -3.053 -2.064
66 C -0.629 5.029 -1.583
67 C -0.171 3.664 -1.095
68 N -1.287 2.739 -0.922
69 C -1.745 2.000 -2.019
70 S -1.319 2.330 -3.661
71 N -2.941 1.246 -1.887
72 C -3.575 0.991 -0.594
73 C -4.447 2.146 -0.128
74 H 0.229 5.695 -1.685
75 H -1.333 5.475 -0.878
76 H -1.116 4.954 -2.554
77 H 0.307 3.760 -0.119
78 H 0.578 3.250 -1.777
79 H -1.270 2.238 -0.046
80 H -3.616 1.432 -2.624
81 H -2.796 0.779 0.136
82 H -4.152 0.070 -0.701
83 H -3.859 3.061 -0.047
84 H -4.887 1.923 0.844
85 H -5.262 2.323 -0.831

- charge = 0
- spin multiplicity = 2
- ⟨S²⟩ = 0.89
- LUMO level (spin up / spin down) (eV) = 0.183 / 0.521
- HOMO-LUMO gap (spin up / spin down) (hartree) = 0.2578 / 0.2654
- E_HOMO (spin up / spin down) (eV) = -6.8 / -6.7

***

The molecule CH2ClNO2S in a non-equilibrium geometry, computed with ωB97M-V/def2-TZVPD.

CARTESIAN COORDINATES (ANGSTROEM)
1 C -1.392 -0.230 0.193
2 N -0.308 -0.206 0.816
3 S 1.010 0.348 -0.069
4 O 0.649 0.657 -1.413
5 O 1.735 1.287 0.708
6 Cl 2.057 -1.363 -0.092
7 H -2.280 -0.580 0.703
8 H -1.471 0.087 -0.847

- charge = 0
- LUMO level (eV) = -0.278
- SMILES string = C=NS(=O)(=O)Cl
- HOMO-LUMO gap (hartree) = 0.4124
- E_HOMO (eV) = -11.5

***

The molecule CBrF2NO2 in a non-equilibrium geometry, computed with ωB97M-V/def2-TZVPD.

CARTESIAN COORDINATES (ANGSTROEM)
1 C 0.185 0.398 -0.380
2 N -0.201 -0.541 0.736
3 O -0.306 -1.682 0.448
4 O -0.314 -0.112 1.870
5 F 1.365 0.911 -0.126
6 F -0.835 1.485 -0.509
7 Br 0.105 -0.459 -2.040

- charge = 0
- spin multiplicity = 3
- ⟨S²⟩ = 2.01
- LUMO level (spin up / spin down) (eV) = 0.526 / -4.152
- HOMO-LUMO gap (spin up / spin down) (hartree) = 0.3493 / 0.2671
- E_HOMO (spin up / spin down) (eV) = -9.0 / -11.4

***

Q: Among the records above, which one has the highest charge?
A: C3H9N3O

***

What did the third record say?
The molecule C6H16N2 in a non-equilibrium geometry, computed with ωB97M-V/def2-TZVPD.

CARTESIAN COORDINATES (ANGSTROEM)
1 C 0.524 -1.107 3.259
2 C 1.091 -1.749 1.971
3 C 1.724 -0.752 0.966
4 N 0.747 0.059 0.261
5 C 0.210 -0.176 -1.100
6 C -0.049 1.244 -1.672
7 C -1.400 1.605 -2.220
8 N -2.532 0.889 -1.580
9 H 1.101 -0.315 3.756
10 H 0.471 -1.835 4.067
11 H -0.415 -0.624 3.002
12 H 0.306 -2.285 1.424
13 H 1.795 -2.536 2.242
14 H 2.443 -1.346 0.397
15 H 2.289 -0.027 1.560
16 H 0.033 0.364 0.906
17 H -0.751 -0.716 -1.118
18 H 0.965 -0.701 -1.687
19 H 0.201 2.005 -0.902
20 H 0.757 1.455 -2.387
21 H -1.661 2.656 -2.267
22 H -1.515 1.310 -3.299
23 H -3.282 0.724 -2.234
24 H -2.900 1.497 -0.853

- charge = 0
- LUMO level (eV) = 1.090
- SMILES string = CCCNCCCN
- HOMO-LUMO gap (hartree) = 0.3310
- E_HOMO (eV) = -7.9

***

Q: The highest charge belongs to which entry?
A: C3H9N3O

***

Q: The highest charge belongs to which entry?
A: C3H9N3O